Density functional theory data (wB97M-V/def2-TZVPD) for a structure of composition C47H53GeN4O2PdSbSe4.

Geometry (Å):
Pd (0.860, -1.458, 1.453)
C (-0.196, 0.854, 3.996)
C (-0.949, -0.408, 4.361)
C (-2.183, -0.359, 5.001)
C (-2.661, -1.484, 5.656)
C (-2.018, -2.687, 5.513)
C (-0.862, -2.831, 4.740)
C (-0.184, -4.240, 4.595)
C (-0.310, -1.684, 4.148)
N (0.936, -1.709, 3.470)
C (2.102, -2.156, 3.929)
C (2.499, -2.328, 5.367)
C (3.098, -2.500, 2.885)
C (4.541, -2.733, 3.201)
N (2.599, -2.493, 1.658)
C (3.231, -2.506, 0.392)
C (3.289, -3.660, -0.417)
C (2.681, -5.018, 0.021)
C (3.809, -3.623, -1.701)
C (4.152, -2.421, -2.293)
C (4.179, -1.288, -1.479)
C (3.873, -1.319, -0.133)
C (4.018, -0.086, 0.711)
H (0.896, 0.687, 4.114)
H (-0.462, 1.655, 4.671)
H (-0.360, 1.208, 2.962)
H (-2.783, 0.545, 5.080)
H (-3.580, -1.497, 6.204)
H (-2.335, -3.558, 6.091)
H (-0.967, -4.961, 4.291)
H (0.287, -4.600, 5.547)
H (0.497, -4.245, 3.742)
H (1.671, -1.889, 5.943)
H (3.390, -1.787, 5.667)
H (2.558, -3.356, 5.708)
H (4.586, -3.619, 3.873)
H (5.010, -1.896, 3.775)
H (5.115, -2.916, 2.280)
H (2.379, -5.005, 1.084)
H (3.346, -5.842, -0.202)
H (1.728, -5.229, -0.536)
H (3.824, -4.522, -2.277)
H (4.538, -2.399, -3.317)
H (4.441, -0.334, -1.938)
H (3.714, 0.780, 0.114)
H (5.076, 0.160, 0.976)
H (3.488, -0.137, 1.676)
Se (-0.999, -6.331, -2.605)
Sb (-2.872, -6.083, -0.804)
Se (-0.887, -4.342, -0.365)
Se (-1.431, -5.959, 1.447)
Se (-3.836, -4.052, -2.089)
N (1.288, 1.251, 0.142)
C (1.683, 2.364, 0.268)
N (2.149, 3.598, 0.457)
C (1.971, 4.249, 1.768)
C (3.301, 4.832, 2.186)
C (3.740, 5.900, 1.190)
C (3.927, 5.254, -0.170)
C (2.756, 4.338, -0.662)
H (1.495, 3.541, 2.455)
H (1.205, 5.063, 1.654)
H (4.072, 4.038, 2.237)
H (3.234, 5.301, 3.182)
H (4.661, 6.424, 1.522)
H (2.961, 6.727, 1.086)
H (4.849, 4.630, -0.176)
H (4.028, 5.976, -0.999)
H (3.140, 3.614, -1.403)
H (1.979, 4.950, -1.231)
O (-2.303, -1.913, 1.757)
C (-2.038, -1.068, 0.901)
O (-0.832, -0.711, 0.539)
C (-3.180, -0.365, 0.168)
C (-2.899, 1.038, -0.443)
Ge (-2.987, 1.252, -2.430)
C (-1.703, 0.065, -3.282)
C (-1.804, -1.328, -3.077)
C (-1.155, -2.211, -3.891)
C (-0.302, -1.747, -4.898)
C (-0.122, -0.381, -5.049)
C (-0.767, 0.499, -4.208)
C (-4.683, 0.864, -3.361)
C (-5.105, -0.452, -3.728)
C (-6.223, -0.642, -4.497)
C (-6.956, 0.448, -4.971)
C (-6.579, 1.725, -4.615)
C (-5.448, 1.935, -3.814)
C (-2.492, 3.078, -2.936)
C (-2.368, 4.083, -1.977)
C (-2.011, 5.376, -2.410)
C (-1.612, 5.592, -3.756)
C (-1.718, 4.530, -4.674)
C (-2.273, 3.347, -4.283)
H (-3.896, -0.240, 1.003)
H (-3.662, -1.027, -0.531)
H (-1.904, 1.370, -0.106)
H (-3.637, 1.731, -0.043)
H (-2.471, -1.676, -2.302)
H (-1.276, -3.275, -3.733)
H (0.175, -2.472, -5.543)
H (0.441, 0.020, -5.864)
H (-0.469, 1.550, -4.220)
H (-4.574, -1.335, -3.382)
H (-6.496, -1.682, -4.737)
H (-7.793, 0.240, -5.627)
H (-7.191, 2.614, -4.836)
H (-5.171, 2.945, -3.509)
H (-2.442, 3.894, -0.897)
H (-1.955, 6.165, -1.667)
H (-1.240, 6.564, -4.049)
H (-1.390, 4.635, -5.701)
H (-2.459, 2.576, -5.010)

Its spin multiplicity is 5. As for the LUMO energy (alpha / beta): -0.94 / -2.56 eV. As for the total energy: -387569.092 eV. Its expectation value of S² is 6.083.

Löwdin atomic charge list, values in e, 5 entries:
1. Pd 0.92
2. C -0.05
3. C -0.19
4. C -0.04
5. C -0.08



Density functional theory data (wB97M-V/def2-TZVPD) for a structure of composition C43H66BIrN7OS2Si4.

Geometry (Å):
Ir (-0.022, -1.491, 0.015)
C (3.315, -1.056, -1.421)
C (2.907, -0.212, -0.249)
N (2.077, -0.766, 0.636)
N (2.312, -0.433, 1.897)
C (1.564, -0.757, 2.883)
S (0.086, -1.570, 2.900)
S (2.274, -0.192, 4.447)
C (1.869, 1.602, 4.231)
C (2.971, 2.500, 4.659)
C (3.962, 2.894, 3.765)
C (4.941, 3.789, 4.155)
C (4.960, 4.288, 5.448)
C (3.993, 3.880, 6.352)
C (3.006, 2.996, 5.958)
C (3.347, 1.139, -0.103)
C (4.570, 1.581, -0.622)
C (4.961, 2.898, -0.565)
C (4.112, 3.838, 0.024)
C (2.906, 3.452, 0.543)
C (2.435, 2.101, 0.508)
O (1.293, 1.791, 0.934)
H (3.849, -1.946, -1.086)
H (3.968, -0.503, -2.088)
H (2.434, -1.393, -1.968)
H (0.974, 1.782, 4.828)
H (1.656, 1.707, 3.168)
H (3.945, 2.514, 2.754)
H (5.686, 4.114, 3.441)
H (5.723, 4.993, 5.752)
H (4.002, 4.264, 7.365)
H (2.241, 2.690, 6.659)
H (5.259, 0.853, -1.035)
H (5.926, 3.198, -0.957)
H (4.418, 4.880, 0.063)
H (2.263, 4.179, 1.018)
B (-1.024, -5.182, 1.117)
N (-2.055, -4.271, 0.431)
C (-3.296, -4.701, 0.182)
C (-4.071, -3.618, -0.183)
C (-3.196, -2.541, -0.120)
N (-1.984, -2.956, 0.242)
N (0.430, -4.857, 0.737)
C (1.398, -5.780, 0.763)
C (2.621, -5.143, 0.711)
C (2.290, -3.795, 0.647)
N (0.970, -3.645, 0.656)
H (-1.137, -5.048, 2.309)
H (-1.254, -6.311, 0.763)
H (-3.560, -5.737, 0.277)
H (-5.113, -3.615, -0.436)
H (-3.394, -1.511, -0.318)
H (1.170, -6.826, 0.818)
H (3.596, -5.586, 0.717)
H (2.944, -2.949, 0.613)
C (0.831, 1.483, -2.167)
C (0.932, 1.183, -3.649)
C (2.388, 1.346, -4.114)
C (0.403, -0.153, -4.139)
C (0.186, -0.168, -5.504)
C (-0.150, -1.311, -6.205)
C (-0.199, -2.503, -5.501)
C (-0.005, -2.563, -4.140)
C (-0.057, -3.943, -3.526)
C (1.150, -4.242, -2.643)
C (-1.359, -4.146, -2.758)
C (0.194, -1.357, -3.350)
N (0.168, -1.387, -2.048)
H (1.362, 2.408, -1.950)
H (1.268, 0.694, -1.572)
H (-0.200, 1.594, -1.855)
H (0.353, 1.956, -4.174)
H (3.025, 0.630, -3.609)
H (2.744, 2.346, -3.870)
H (2.483, 1.197, -5.189)
H (0.301, 0.760, -6.057)
H (-0.336, -1.282, -7.272)
H (-0.393, -3.423, -6.045)
H (-0.047, -4.660, -4.361)
H (1.181, -3.552, -1.807)
H (2.074, -4.146, -3.212)
H (1.095, -5.253, -2.243)
H (-1.442, -3.371, -2.003)
H (-1.370, -5.122, -2.277)
H (-2.215, -4.076, -3.428)
C (-3.288, -1.865, 2.976)
Si (-3.071, -0.023, 2.448)
C (-4.934, 0.521, 2.361)
C (-2.507, 0.846, 4.077)
Si (-1.573, 0.501, 0.500)
Si (-3.246, 0.850, -1.623)
C (-4.893, 1.812, -1.269)
C (-2.519, 1.898, -3.064)
C (-3.929, -0.660, -2.619)
Si (-1.280, 2.940, 0.965)
C (-0.485, 3.508, 2.627)
C (-0.584, 4.135, -0.382)
C (-3.033, 3.742, 1.238)
H (-3.534, -1.965, 4.033)
H (-2.369, -2.414, 2.810)
H (-4.072, -2.360, 2.408)
H (-5.484, 0.143, 3.220)
H (-5.416, 0.134, 1.469)
H (-5.040, 1.601, 2.352)
H (-3.139, 0.575, 4.922)
H (-2.528, 1.927, 3.990)
H (-1.491, 0.556, 4.324)
H (-4.764, 2.877, -1.442)
H (-5.228, 1.683, -0.247)
H (-5.694, 1.471, -1.922)
H (-1.987, 2.769, -2.698)
H (-3.294, 2.256, -3.741)
H (-1.827, 1.307, -3.654)
H (-4.738, -1.163, -2.099)
H (-3.145, -1.389, -2.791)
H (-4.310, -0.349, -3.591)
H (-0.408, 2.654, 3.284)
H (-1.078, 4.263, 3.141)
H (0.518, 3.895, 2.494)
H (0.457, 3.920, -0.587)
H (-0.660, 5.178, -0.081)
H (-1.133, 4.034, -1.312)
H (-3.526, 3.314, 2.104)
H (-3.693, 3.608, 0.393)
H (-2.952, 4.813, 1.416)

Its spin multiplicity is 2. The charge is -2. As for the LUMO energy (alpha / beta): 3.96 / 3.99 eV. As for the total energy: -114837.943 eV. Its expectation value of S² is 0.766.

Löwdin atomic charge list, values in e, 5 entries:
1. Ir 0.94
2. C -0.02
3. C -0.27
4. N -0.10
5. N -0.09



Density functional theory data (wB97M-V/def2-TZVPD) for a structure of composition C27H27GeMnOS3.

Geometry (Å):
Mn (0.560, -0.265, -1.807)
S (2.943, -0.728, -1.654)
C (3.074, -0.538, 0.123)
C (4.210, 0.058, 0.649)
C (4.444, 0.177, 2.042)
C (3.406, -0.215, 2.907)
C (2.209, -0.738, 2.345)
C (2.028, -0.975, 0.946)
S (0.493, -1.639, 0.300)
H (5.017, 0.399, -0.042)
H (5.401, 0.529, 2.368)
H (3.536, -0.150, 3.969)
H (1.497, -1.033, 3.086)
C (-2.694, -1.025, -0.229)
Ge (-1.163, 0.030, 0.539)
C (-0.724, 1.427, -0.735)
C (0.593, 1.824, -0.920)
C (1.024, 2.657, -1.965)
C (-0.005, 3.307, -2.657)
C (-1.345, 2.932, -2.525)
C (-1.696, 1.964, -1.596)
C (-1.499, 0.266, 2.443)
C (-1.907, -0.910, 3.044)
C (-2.092, -0.950, 4.422)
C (-1.871, 0.134, 5.206)
C (-1.483, 1.340, 4.625)
C (-1.236, 2.516, 5.491)
C (-0.632, 3.614, 4.918)
C (-0.322, 3.675, 3.547)
C (-0.640, 2.610, 2.745)
C (-1.259, 1.452, 3.256)
H (-2.817, -1.955, 0.295)
H (-2.784, -1.210, -1.326)
H (-3.563, -0.582, 0.173)
H (1.330, 1.416, -0.298)
H (2.084, 2.883, -2.168)
H (0.221, 3.943, -3.494)
H (-2.001, 3.348, -3.269)
H (-2.727, 1.632, -1.521)
H (-2.030, -1.787, 2.459)
H (-2.290, -1.935, 4.896)
H (-2.086, 0.004, 6.287)
H (-1.255, 2.444, 6.580)
H (-0.346, 4.415, 5.631)
H (0.094, 4.609, 3.094)
H (-0.591, 2.622, 1.644)
O (-0.297, -0.694, -3.611)
S (0.498, -1.421, -4.668)
C (1.154, -2.933, -3.956)
C (0.193, -4.081, -4.209)
C (-1.112, -3.491, -4.749)
C (-0.695, -2.295, -5.670)
H (1.339, -2.653, -2.860)
H (2.187, -3.086, -4.383)
H (-0.022, -4.570, -3.202)
H (0.733, -4.684, -4.914)
H (-1.772, -3.174, -3.909)
H (-1.697, -4.256, -5.270)
H (-1.457, -1.543, -5.885)
H (-0.159, -2.711, -6.535)

Its spin multiplicity is 6. The charge is +1. As for the LUMO energy (alpha / beta): -2.64 / -3.27 eV. As for the total energy: -150821.428 eV. Its expectation value of S² is 8.761. For the energy relative to the best compared isomer or geometry (same formula, charge and spin), the calculation gives 14.06 kJ/mol.

Löwdin atomic charge list, values in e, 5 entries:
1. Mn 0.50
2. S 0.57
3. C -0.70
4. C -0.12
5. C -0.05



Density functional theory data (wB97M-V/def2-TZVPD) for a structure of composition C24H60F4K3N2O24P4S4.

Geometry (Å):
K (-1.307, 1.887, -3.132)
K (1.918, -1.516, -1.279)
K (2.628, -0.476, 2.723)
N (0.815, 0.444, 0.522)
S (-0.833, 0.128, 0.339)
O (-1.409, 0.235, -0.951)
O (-1.636, 0.347, 1.580)
F (-0.735, -1.454, 0.267)
S (0.538, 1.903, 0.434)
O (0.020, 2.555, 1.640)
O (0.145, 2.412, -0.858)
F (2.089, 2.400, 0.559)
N (3.721, -3.107, 2.301)
S (2.166, -3.810, 1.971)
O (2.087, -5.216, 2.275)
O (1.441, -3.275, 0.788)
F (1.370, -3.140, 3.199)
S (4.438, -3.875, 1.162)
O (4.187, -3.545, -0.232)
O (4.914, -5.215, 1.466)
F (5.766, -3.035, 1.365)
C (-4.643, -9.323, 0.723)
C (-3.388, -8.841, 1.490)
O (-3.099, -7.521, 1.150)
P (-1.595, -7.195, 0.627)
O (-0.451, -7.981, 1.211)
O (-1.710, -7.415, -0.975)
C (-2.381, -6.300, -1.521)
C (-2.980, -6.717, -2.861)
O (-1.458, -5.577, 0.840)
C (-1.169, -4.944, 2.046)
C (-2.423, -4.659, 2.911)
H (-4.390, -9.833, -0.207)
H (-5.419, -9.846, 1.282)
H (-5.287, -8.521, 0.362)
H (-3.721, -8.923, 2.525)
H (-2.622, -9.613, 1.418)
H (-3.263, -5.908, -1.015)
H (-1.620, -5.526, -1.623)
H (-2.544, -7.572, -3.377)
H (-3.922, -7.259, -2.776)
H (-3.063, -5.924, -3.605)
H (-0.395, -5.492, 2.583)
H (-0.829, -3.917, 1.910)
H (-2.312, -5.381, 3.720)
H (-2.514, -3.637, 3.279)
H (-3.262, -4.907, 2.260)
C (-5.511, -2.264, 2.174)
C (-5.334, -0.818, 1.753)
O (-5.725, -0.030, 2.845)
P (-5.654, 1.575, 3.073)
O (-6.337, 2.142, 4.231)
O (-6.134, 2.216, 1.645)
C (-7.515, 2.602, 1.518)
C (-8.029, 2.595, 0.105)
O (-4.083, 1.771, 3.144)
C (-3.453, 3.003, 3.620)
C (-2.128, 2.598, 4.285)
H (-5.521, -2.948, 1.325)
H (-4.678, -2.488, 2.841)
H (-6.424, -2.509, 2.717)
H (-4.349, -0.467, 1.445)
H (-5.968, -0.502, 0.925)
H (-8.221, 1.928, 2.004)
H (-7.698, 3.530, 2.060)
H (-7.821, 3.512, -0.445)
H (-7.689, 1.805, -0.565)
H (-9.118, 2.645, 0.079)
H (-3.276, 3.693, 2.795)
H (-4.046, 3.545, 4.358)
H (-1.418, 1.993, 3.722)
H (-1.586, 3.540, 4.366)
H (-2.356, 2.273, 5.300)
C (3.707, 5.449, -1.553)
C (2.351, 5.058, -2.091)
O (1.562, 6.137, -2.455)
P (-0.063, 5.834, -2.494)
O (-0.386, 4.608, -3.280)
O (-0.566, 7.305, -3.082)
C (-1.072, 7.367, -4.341)
C (-0.049, 7.788, -5.389)
O (-0.507, 5.853, -0.898)
C (-0.149, 6.857, 0.047)
C (1.369, 6.924, 0.423)
H (4.440, 4.679, -1.792)
H (4.028, 6.478, -1.715)
H (3.671, 5.390, -0.465)
H (2.449, 4.425, -2.973)
H (1.993, 4.315, -1.378)
H (-1.719, 6.500, -4.475)
H (-1.821, 8.147, -4.482)
H (0.848, 7.173, -5.459)
H (-0.488, 7.788, -6.387)
H (0.165, 8.848, -5.251)
H (-0.557, 7.777, -0.371)
H (-0.805, 6.817, 0.917)
H (1.840, 5.947, 0.530)
H (1.857, 7.424, -0.413)
H (1.400, 7.504, 1.346)
C (7.911, -3.326, -2.590)
C (7.192, -1.940, -2.737)
O (6.828, -1.580, -1.392)
P (5.861, -0.328, -1.141)
O (4.426, -0.876, -1.066)
O (6.527, 0.539, 0.082)
C (6.146, 0.478, 1.428)
C (4.978, 1.529, 1.580)
O (6.148, 0.534, -2.454)
C (5.633, 1.845, -2.289)
C (4.238, 1.979, -3.011)
H (7.142, -4.076, -2.404)
H (8.621, -3.502, -3.397)
H (8.351, -3.343, -1.592)
H (7.946, -1.242, -3.100)
H (6.446, -2.067, -3.522)
H (5.689, -0.484, 1.661)
H (7.061, 0.538, 2.017)
H (4.527, 1.458, 2.569)
H (5.275, 2.577, 1.562)
H (4.124, 1.471, 0.904)
H (5.591, 2.183, -1.253)
H (6.372, 2.532, -2.701)
H (4.352, 1.297, -3.854)
H (3.420, 1.569, -2.419)
H (3.907, 2.993, -3.236)

Its spin multiplicity is 2. The charge is +2. As for the LUMO energy (alpha / beta): -5.32 / -11.10 eV. As for the total energy: -218313.228 eV. Its expectation value of S² is 0.760. For the energy relative to the best compared isomer or geometry (same formula, charge and spin), the calculation gives 77.44 kJ/mol.

Löwdin atomic charge list, values in e, 5 entries:
1. K 0.95
2. K 0.85
3. K 0.85
4. N -0.32
5. S 0.56